Entry from OMol25: a molecular structure, C32H39ClF24I2N3O9P2S3 in a non-equilibrium geometry (ωB97M-V/def2-TZVPD).

Results
Frontier orbital gap ... 5.04 eV
E ... -201733.768 eV
E_HOMO ... -3.81 eV
Charge ... -1

Geometry as XYZ:
```
115
Properties=species:S:1:pos:R:3:mulliken_charge:R:1
O -2.70 1.02 6.67 -0.41
I -1.97 -0.17 -4.80 -0.27
H -3.19 1.24 -2.79 0.76
F 2.45 -9.39 1.05 -0.28
C -1.12 2.07 -2.89 -0.38
H 2.67 -3.21 -6.72 0.34
H -3.48 2.78 5.81 0.31
C 4.05 -6.74 1.26 0.06
F -0.44 7.42 -0.97 -0.25
H 4.33 -6.83 0.20 0.32
C -2.09 0.85 -2.81 -0.81
N -1.55 -4.12 -0.12 -0.61
H -0.46 -0.57 6.76 0.22
F 4.94 -5.90 1.85 -0.28
C 1.52 -7.06 0.78 -0.57
C 3.28 -3.66 -4.59 0.25
H 0.96 1.31 -2.07 -0.12
F -3.26 4.12 8.33 -0.34
H 2.69 -3.87 -1.63 0.19
O -1.04 8.02 -3.02 -0.34
C 2.14 -3.32 -5.70 -0.88
F -4.64 10.71 -4.04 -0.28
S -4.10 -0.10 -1.15 -0.48
F -2.26 10.39 -5.38 -0.34
O 4.09 -2.53 -4.17 -0.47
F -3.11 6.83 -0.28 -0.24
C -1.73 0.81 5.65 0.84
C -0.37 0.37 6.21 0.16
F 2.41 -10.62 3.55 -0.26
H -2.57 1.39 -0.05 0.60
F -1.65 1.90 4.86 -0.27
O -0.26 -0.96 -1.73 1.09
H 2.71 0.76 -0.96 -0.28
C -3.20 2.36 6.79 -0.64
C 2.63 -6.20 1.42 0.84
C -1.44 4.26 6.86 0.10
C -3.48 10.47 -3.38 0.09
H 1.59 -2.79 0.44 0.51
C -1.75 0.55 0.07 -1.28
H 0.91 -0.12 2.12 0.13
C -1.50 7.89 -1.68 0.76
F -2.23 -0.18 4.87 -0.30
O 4.77 -0.74 -2.21 -0.44
C -2.53 9.66 -4.25 0.91
F -0.76 5.07 7.72 -0.29
S -3.27 -2.91 2.84 -0.19
F -0.50 3.58 6.17 -0.19
H 1.81 -1.10 -0.28 -0.49
H -0.28 2.18 0.55 0.46
H 3.78 2.31 -0.79 0.35
F -1.78 9.11 -1.17 -0.29
C -1.03 -2.72 -0.28 0.43
C 2.84 -2.75 -1.39 -0.72
H 0.97 2.90 -3.10 0.42
C 1.81 -9.41 3.37 0.21
H -2.38 5.90 -1.89 -0.74
H 0.93 -9.37 4.02 0.23
H 0.32 1.54 2.73 0.32
H 4.32 0.61 -0.05 0.24
P 3.43 -1.67 -2.83 0.56
C -1.17 9.32 -3.60 -0.74
F 0.14 1.30 7.05 -0.24
F -3.11 8.51 -4.68 -0.26
H 0.63 0.69 -0.03 -1.77
F -3.73 7.30 -2.31 -0.25
H 1.86 -7.57 -0.13 0.29
H 2.76 -4.25 -3.75 -0.16
C -1.86 -2.70 1.93 0.40
H 0.73 1.30 -4.00 0.18
H -4.16 2.23 7.31 0.40
H 4.02 1.05 -3.29 0.26
H 4.01 -4.42 -5.10 0.32
H 0.75 -6.36 0.44 0.35
H -3.05 11.44 -3.11 0.27
C -2.37 3.33 7.64 0.86
P -1.97 -0.54 -1.51 0.28
C 0.50 1.83 -2.98 -0.47
H -2.00 4.89 6.17 0.28
N 0.23 -2.97 -2.69 0.12
C 3.79 1.17 -0.94 -0.33
F -3.83 9.82 -2.24 -0.20
H -1.33 2.56 -3.95 0.58
H 3.71 -2.74 -0.60 0.63
F 2.69 -8.47 3.78 -0.21
C 0.12 -2.34 -1.35 -0.17
F 2.58 -4.98 0.82 -0.22
N -0.82 -2.34 1.20 -0.34
S 0.44 -5.95 -2.65 -0.17
C -2.67 6.91 -1.56 0.93
O 0.82 -7.95 1.66 -0.40
H 1.43 -2.46 -5.42 0.16
H -0.89 0.09 2.62 -0.24
I -1.64 3.82 -1.59 -0.01
F 0.48 -10.13 1.55 -0.30
C 1.42 -9.21 1.90 0.73
F 4.22 -7.94 1.85 -0.24
C 4.53 0.69 -2.32 -0.30
H -2.20 -0.12 0.92 0.43
C -0.32 1.00 0.52 1.59
C 0.20 -4.27 -2.72 0.15
H 5.58 1.21 -2.30 0.28
O 2.26 -0.81 -3.37 -0.46
O -2.26 -1.93 -0.53 -0.55
F 0.53 0.21 5.22 -0.20
F 2.33 -5.99 2.72 -0.30
F -1.70 2.63 8.59 -0.28
C 1.55 -2.20 -0.58 -0.11
C -2.60 -4.39 -0.89 0.75
H -0.44 9.32 -4.42 0.41
H -0.82 10.11 -2.93 0.30
O -3.78 -4.55 -1.37 -0.53
H -4.80 -1.05 -1.88 0.18
Cl -2.74 -1.76 -3.09 -0.38
C 0.00 0.62 2.11 -0.58
H 1.50 -4.30 -5.79 0.28
```



Entry from OMol25: a molecular structure, C32H39CoN4O5P2 (ωB97M-V/def2-TZVPD).

Results
Frontier orbital gap (alpha / beta) ... 7.23 / 7.23 eV
⟨S²⟩ ... 0.77
E ... -106217.728 eV
Relative energy (zero: lowest compared OMol25 entry of this formula, charge and spin) ... 1.76 kcal per mole
E_HOMO (alpha / beta) ... -9.98 / -9.98 eV
Charge ... +1
Spin multiplicity ... 2

Geometry as XYZ:
```
83
Properties=species:S:1:pos:R:3:mulliken_charge:R:1
C 0.87 -1.98 0.90 0.37
C -1.63 1.09 0.51 -0.23
H -3.22 0.69 6.82 0.27
O -3.64 -0.01 4.92 -0.53
C -1.01 2.46 -2.81 -1.51
H -5.26 -0.37 -2.74 0.47
H 1.06 0.38 -5.07 0.45
N -0.17 -1.71 0.10 2.00
H 5.45 0.28 -0.48 0.49
H -1.07 3.08 -3.70 0.60
C 4.52 -0.17 -0.14 -0.98
C 1.77 2.18 -3.22 -1.47
Co 0.09 -0.36 -1.36 0.17
H 0.46 3.34 0.93 -0.10
C -2.75 0.58 2.70 -1.58
H -0.26 -4.03 -3.79 0.53
C 0.07 0.37 -4.61 -1.08
H 2.63 -1.37 -3.68 0.31
H -4.08 -2.73 0.62 0.46
H -0.65 -4.02 3.13 0.46
H -3.33 -1.10 6.64 0.24
H -1.98 2.02 -2.56 0.26
C -0.23 0.30 3.97 -1.56
C -2.64 0.25 4.02 0.98
C 0.89 3.84 1.79 -0.66
O 2.31 2.28 -0.05 -0.35
C -4.83 -1.62 -1.03 -1.04
H -5.86 -1.87 -0.82 0.45
C -0.51 -3.36 2.28 -1.37
H -0.58 0.95 -5.26 0.51
H 2.53 -2.87 -2.75 0.36
H 5.18 -0.55 1.87 0.44
H -0.03 -4.03 -2.03 0.36
H 0.64 4.90 1.79 0.42
H -0.18 -1.67 -5.37 0.64
H 3.51 0.11 -2.00 0.09
H 4.01 2.88 0.89 0.30
C -1.41 0.11 4.65 0.80
C -1.38 -2.21 0.37 0.22
H 1.62 2.85 -4.07 0.55
N 2.29 -0.83 -0.65 0.49
H -1.48 -1.13 -4.32 0.39
H 2.62 1.53 -3.44 0.36
H -2.87 0.12 -3.13 0.34
C -3.16 -0.52 -2.31 -0.54
O -2.72 1.36 0.01 -0.75
H -3.70 0.71 2.20 0.56
H 0.73 0.20 4.48 0.53
C -0.32 0.63 2.62 0.02
H -1.51 -3.36 -2.73 0.33
H 0.48 3.38 2.69 0.34
O -0.51 1.04 -0.13 -0.56
C 3.44 -0.27 -0.99 -0.07
P 0.27 1.19 -2.95 1.64
H 4.17 4.39 2.47 0.33
C -4.50 -0.80 -2.10 -1.11
H 3.03 -1.56 2.54 0.41
H 0.57 0.81 2.03 1.13
C 4.37 -0.63 1.16 -0.92
C -0.40 -1.08 -4.47 -0.98
O -1.59 -0.23 5.95 -0.52
C -1.58 -3.04 1.47 -0.79
C 2.91 2.90 0.81 0.01
C 2.16 -1.32 0.59 0.44
C 3.17 -1.21 1.53 -1.05
C -3.82 -2.11 -0.23 -0.73
H 2.75 5.33 2.95 0.32
H -2.56 -3.43 1.69 0.51
C -0.44 -3.47 -2.87 -1.53
C -2.50 -1.77 -0.51 0.43
H -0.75 3.07 -1.94 0.27
H 3.07 3.77 3.72 0.30
H 1.99 2.75 -2.32 0.24
C -3.00 -0.17 6.18 -0.25
H 1.58 -3.07 2.61 0.55
H 2.01 -2.85 -4.45 0.49
P 0.36 -1.84 -2.98 1.39
C 3.12 4.32 2.78 -0.90
C 2.04 -2.28 -3.53 -1.38
N 2.34 3.68 1.75 0.19
C 0.73 -2.83 1.99 -0.86
N -2.18 -1.01 -1.55 0.82
C -1.55 0.76 1.99 0.33
```